No. 1
Molecular formula: C22H31AsMnN2O5Si2
Method: DFT, ωB97M-V with the def2-TZVPD basis set

Summary:
Kohn-Sham gap (spin up / spin down): 4.14 / 5.72 eV
molar mass: 589.53 g mol⁻¹
charge: +2
multiplicity: 2
energy above the lowest of the compared OMol25 structures with the same formula, charge and spin: 14.9 kcal/mol

```
64
C22H31AsMnN2O5Si2 | the OMol25 dataset | ωB97M-V with the def2-TZVPD basis set
Mn 0.19159 -0.73132 -1.04667
O -4.82054 -2.52354 0.17643
C -4.53699 -1.48847 0.97374
C -5.55776 -1.05086 1.81843
C -5.35012 0.00693 2.67046
C -4.11699 0.67354 2.71375
C -3.10295 0.24358 1.90018
C -3.28369 -0.84512 1.02295
C -2.20222 -1.23704 0.15239
O -0.96747 -0.75822 0.38075
N -2.38744 -2.00308 -0.87442
N -1.25960 -2.01946 -1.64615
C -1.26945 -2.73656 -2.71351
C -0.13910 -2.88707 -3.59459
C -0.21419 -3.71150 -4.71863
C 0.87825 -3.84369 -5.55267
C 2.05273 -3.14462 -5.27942
C 2.14637 -2.31436 -4.17181
C 1.05083 -2.21672 -3.34900
O 1.09993 -1.40757 -2.23332
H -4.06428 -2.71992 -0.40232
H -6.50835 -1.56560 1.77295
H -6.15855 0.33615 3.31086
H -3.97293 1.51326 3.38071
H -2.15094 0.75258 1.89982
H -2.19154 -3.25932 -2.95149
H -1.13245 -4.24813 -4.92445
H 0.82026 -4.48805 -6.41930
H 2.90752 -3.24797 -5.93452
H 3.04864 -1.76283 -3.94321
C 1.88755 3.76023 1.84108
Si 2.63686 2.97955 0.36165
C 2.19279 3.68848 -1.26499
C 4.41788 2.57063 0.51015
As 1.34428 0.85499 0.42423
Si 1.58912 -0.34191 2.55322
C 1.79760 -2.06746 1.90941
C 0.27891 -0.15633 3.80927
C 3.23115 0.30635 3.09071
H 2.16695 4.81934 1.85331
H 2.27016 3.30074 2.75346
H 0.79958 3.69880 1.83846
H 2.63874 4.68515 -1.34560
H 1.11618 3.79606 -1.40583
H 2.59926 3.07419 -2.07029
H 4.98668 3.43070 0.13849
H 4.70336 1.70758 -0.09530
H 4.71506 2.39336 1.54396
H 0.99256 -2.37388 1.24483
H 1.79677 -2.76894 2.74947
H 2.75367 -2.17826 1.39044
H -0.60924 -0.73162 3.55922
H -0.00585 0.88125 3.99561
H 0.70300 -0.55962 4.73613
H 3.93380 0.34775 2.25465
H 3.65395 -0.37424 3.83750
H 3.16876 1.29728 3.54574
C -1.96862 2.83257 -0.98503
C -0.92594 1.80587 -0.74537
O -0.20528 1.92726 0.32347
O -0.76813 0.87194 -1.58089
H -1.94238 3.60269 -0.22178
H -2.94251 2.34089 -0.99191
H -1.81528 3.26355 -1.97540
```

natural (NBO) population analysis, charges in e, atoms 1 to 8: Mn 1.159; O -0.634; C 0.397; C -0.260; C -0.122; C -0.267; C -0.108; C -0.280

No. 2
Molecular formula: H20O10
Method: DFT, ωB97M-V with the def2-TZVPD basis set

Summary:
Kohn-Sham gap: 8.60 eV
structure (SMILES): O.O.O.O.O.O.O.O.O.O
molar mass: 180.15 g mol⁻¹
charge: 0
energy above the lowest of the compared OMol25 structures with the same formula, charge and spin: 175.7 kcal/mol

```
30
H20O10 | the OMol25 dataset | ωB97M-V with the def2-TZVPD basis set
O 0.35838 0.56351 0.01585
H 0.85409 0.09303 0.69549
H 1.03916 0.92818 -0.56082
O 1.89747 -2.62515 1.06269
H 1.59494 -3.43838 0.64301
H 2.27124 -2.11199 0.33747
O -1.18906 1.20262 -0.62400
H -1.34073 0.27927 -0.39290
H -1.79544 1.68953 -0.05462
O 0.75124 2.42821 -3.16697
H 1.42316 1.81435 -3.48430
H 1.24473 3.05996 -2.63185
O -2.45604 1.17976 2.96801
H -1.57602 1.56653 3.03852
H -2.31676 0.24446 3.15456
O 3.44685 1.26981 2.04709
H 3.08557 1.92414 2.65563
H 2.84692 1.29433 1.29312
O -1.54761 -1.84553 1.56683
H -2.23472 -1.17045 1.60051
H -1.92516 -2.53693 1.01149
O -1.69098 2.90418 -3.90741
H -1.34206 3.39977 -4.65683
H -1.01312 2.24305 -3.72741
O -0.31205 -1.21832 -2.01755
H -0.65138 -1.82433 -2.68583
H -0.78255 -0.39447 -2.18749
O 0.62341 -3.68803 2.28398
H 1.39554 -4.21828 2.51121
H 0.16960 -4.21018 1.61286
```

natural (NBO) population analysis, charges in e, atoms 1 to 8: O -0.932; H 0.449; H 0.463; O -0.921; H 0.456; H 0.449; O -0.926; H 0.480

No. 3
Molecular formula: Cl2O2S
Method: DFT, ωB97M-V with the def2-TZVPD basis set

Summary:
Kohn-Sham gap (spin up / spin down): 7.62 / 7.29 eV
molar mass: 134.97 g mol⁻¹
charge: 0
multiplicity: 3
energy above the lowest of the compared OMol25 structures with the same formula, charge and spin: 36.0 kcal/mol

```
5
Cl2O2S | the OMol25 dataset | ωB97M-V with the def2-TZVPD basis set
O 0.78447 1.69811 0.75421
O -0.42851 0.27670 -0.89575
S 0.83024 0.28650 0.32557
Cl -0.86173 -1.23820 -1.61614
Cl -0.32448 -1.02311 1.43211
```

From a natural (NBO) analysis of the wavefunction, the atomic charges in e read: O -0.822; O -0.616; S 1.452; Cl 0.208; Cl -0.222

No. 4
Molecular formula: C3H9N2O2S
Method: DFT, ωB97M-V with the def2-TZVPD basis set

Summary:
Kohn-Sham gap: 6.75 eV
structure (SMILES): CN(C)C=[S@@](N)(=O)[O-]
molar mass: 137.18 g mol⁻¹
charge: -1
energy above the lowest of the compared OMol25 structures with the same formula, charge and spin: 124.2 kcal/mol

```
17
C3H9N2O2S | the OMol25 dataset | ωB97M-V with the def2-TZVPD basis set
C -0.67397 -1.82673 -0.57885
N 0.10123 -0.72063 -0.97102
C 1.35552 -0.65436 -0.12562
C -0.35021 0.64605 -1.03804
S -0.78331 1.20545 0.70089
N 0.69357 1.89571 0.89533
O -1.79867 2.26374 0.57424
O -0.90320 0.39100 1.93880
H -0.19618 -2.78108 -0.91825
H -0.93809 -1.93976 0.46652
H -1.56476 -1.81083 -1.27505
H 1.84760 -1.57671 -0.29334
H 1.76172 0.19197 -0.47745
H 0.90355 -0.64438 0.84113
H -1.50362 0.73889 -1.56937
H 0.92671 2.33773 1.73744
H 1.12211 2.28394 0.09264
```

natural (NBO) population analysis, charges in e, atoms 1 to 8: C -0.415; N -0.498; C -0.427; C -0.624; S 2.101; N -1.113; O -1.016; O -1.017

No. 5
Molecular formula: C5H8O
Method: DFT, ωB97M-V with the def2-TZVPD basis set

Summary:
Kohn-Sham gap: 11.23 eV
structure (SMILES): C1CC1[C@H]1CO1
molar mass: 84.12 g mol⁻¹
charge: 0
energy above the lowest of the compared OMol25 structures with the same formula, charge and spin: 50.0 kcal/mol

```
14
C5H8O | the OMol25 dataset | ωB97M-V with the def2-TZVPD basis set
C -1.72974 -0.28527 -0.18748
C -1.20132 1.12362 -0.22280
C -0.43710 0.04259 0.49394
C 0.85101 -0.42383 -0.08817
C 2.11974 -0.30130 0.63283
O 1.46106 -1.55386 0.51270
H -1.67790 -0.87452 -1.10150
H -2.59849 -0.49572 0.43019
H -1.69480 1.88473 0.38119
H -0.80113 1.49582 -1.16633
H -0.43461 0.09179 1.58076
H 0.87722 -0.44505 -1.18119
H 3.05338 -0.20418 0.08114
H 2.13396 0.12400 1.63746
```

natural (NBO) population analysis, charges in e, atoms 1 to 8: C -0.412; C -0.417; C -0.258; C 0.063; C -0.112; O -0.491; H 0.215; H 0.220

No. 6
Molecular formula: C4H6N2
Method: DFT, ωB97M-V with the def2-TZVPD basis set

Summary:
Kohn-Sham gap: 11.17 eV
structure (SMILES): C[C@@]1(C#N)CN1
molar mass: 82.11 g mol⁻¹
charge: 0
energy above the lowest of the compared OMol25 structures with the same formula, charge and spin: 40.4 kcal/mol

```
12
C4H6N2 | the OMol25 dataset | ωB97M-V with the def2-TZVPD basis set
C 1.47000 -0.10420 0.14868
C -0.04943 0.05123 0.03158
C -0.20714 1.41950 -0.45594
N -0.07844 2.51135 -0.81734
C -1.13714 -0.91709 -0.32580
N -0.98188 -0.44630 1.03942
H 1.90004 0.13638 -0.82908
H 1.87305 -1.06014 0.48555
H 1.81301 0.67490 0.83863
H -1.96473 -0.52828 -0.92284
H -0.94427 -1.97631 -0.47783
H -1.69309 0.23897 1.28495
```

natural (NBO) population analysis, charges in e, atoms 1 to 8: C -0.597; C -0.026; C 0.257; N -0.315; C -0.227; N -0.554; H 0.226; H 0.229